A 2-piece molecular cluster, CH7IN3 overall in a non-equilibrium geometry, computed with wB97M-V/def2-TZVPD.

Cartesian coordinates (Å):
C: 0.9001 0.7280 0.2940
N: 0.5787 1.5253 -0.6901
N: -1.2792 -1.4169 -0.4065
N: -0.5748 -0.7724 0.6493
I: 2.7485 -0.2347 0.3324
H: -1.8940 -0.7136 -0.8660
H: 0.9804 1.2849 -1.6047
H: 0.1235 2.4110 -0.3460
H: -0.7729 -2.0410 -0.9935
H: -0.0865 -1.4596 1.1989
H: 0.4445 0.9850 1.1941
H: -1.1682 -0.2961 1.2381

* gap between HOMO and LUMO (alpha / beta): 6.30 / 5.43 eV
* <S²>: 2.0090
* energy: -13709.066 eV
* total charge: +1
* spin multiplicity: 3

***

A 2-piece molecular cluster, CH7N2 overall in a non-equilibrium geometry, computed with wB97M-V/def2-TZVPD.

Cartesian coordinates (Å):
N: 0.2734 -0.1595 -1.5273
H: -0.5690 -0.6094 -1.8199
H: 0.2971 0.7252 -2.1210
H: 1.0421 -0.5369 -2.0019
H: 0.2598 -0.1843 -0.2874
C: -0.3678 0.5815 1.5862
N: -0.0337 -0.5609 1.0526
H: -0.3603 0.6736 2.5852
H: -0.3466 1.4380 0.9031
H: -0.1950 -1.3674 1.6305

* gap between HOMO and LUMO (alpha / beta): 13.39 / 8.85 eV
* <S²>: 0.7583
* energy: -4106.423 eV
* total charge: +2
* spin multiplicity: 2

***

A 2-piece molecular cluster, CH7N2O overall in a non-equilibrium geometry, computed with wB97M-V/def2-TZVPD.

Cartesian coordinates (Å):
O: -0.8959 -0.5803 -2.1893
H: -1.7768 -0.9693 -2.2705
N: -0.5528 -0.6266 0.9560
C: 0.6223 0.2567 1.0030
N: 1.1389 0.7305 -0.2782
H: -0.9416 -0.6489 -0.0010
H: -1.2711 -0.1989 1.5290
H: 1.4990 -0.2430 1.4234
H: 0.3723 1.1687 1.5512
H: 0.5065 1.2023 -0.9200
H: 1.2990 -0.0911 -0.8037

* gap between HOMO and LUMO: 7.18 eV
* energy: -6177.734 eV
* total charge: -1